Record 1
This record from the Open Molecules 2025 dataset describes a 2-piece molecular cluster, C2F3N3O2 overall in a non-equilibrium geometry. The level of theory is the ωB97M-V functional and the def2-TZVPD basis.

Results
- Orbital gap (alpha / beta): 7.484 / 7.504 eV

Geometry as ORCA input:
```
! RIJCOSX wB97M-V def2-TZVPD def2/J DEFGRID3
* xyz 0 1
C -1.875 -2.149 0.186
C 1.675 1.534 0.074
N -2.959 -2.551 0.253
N 0.946 0.232 -0.263
N -0.235 0.057 -0.156
O -0.719 -1.794 -0.029
O -1.265 0.566 -0.414
F 1.658 2.221 -1.046
F 1.117 2.176 1.027
F 2.886 1.188 0.299
*
```

Here are the natural (NBO) charges for atoms 1 to 2, given in e: 0.53 1.09

Record 2
This record from the Open Molecules 2025 dataset describes one molecule with the formula C23H32N4OS. The level of theory is the ωB97M-V functional and the def2-TZVPD basis.

Results
- Structure (SMILES): CCOc1ccc(NC(=S)N[C@H](C)[C@@H](c2ccccc2)N2CCN(C)CC2)cc1
- Orbital gap: 8.485 eV

Geometry as ORCA input:
```
! RIJCOSX wB97M-V def2-TZVPD def2/J DEFGRID3
* xyz 0 1
C 0.900 3.680 5.703
C 0.354 3.958 4.312
O 0.912 3.002 3.432
C 0.566 3.034 2.119
C 1.164 2.067 1.307
C 0.874 1.994 -0.037
C -0.035 2.883 -0.611
N -0.346 2.847 -1.974
C -0.547 1.770 -2.784
S -0.733 2.044 -4.409
N -0.580 0.545 -2.235
C -0.988 -0.634 -2.966
C -2.511 -0.660 -3.107
C -0.466 -1.888 -2.225
C 0.979 -2.206 -2.535
C 1.915 -1.231 -2.860
C 3.231 -1.576 -3.114
C 3.636 -2.897 -3.040
C 2.713 -3.876 -2.716
C 1.397 -3.531 -2.469
N -0.736 -1.728 -0.784
C -1.723 -2.653 -0.260
C -2.169 -2.182 1.121
N -1.032 -2.150 2.018
C -1.413 -1.790 3.365
C -0.026 -1.252 1.485
C 0.413 -1.727 0.102
C -0.602 3.868 0.190
C -0.311 3.947 1.540
H 0.626 2.676 6.015
H 1.984 3.756 5.698
H 0.495 4.397 6.410
H -0.742 3.877 4.312
H 0.631 4.972 3.992
H 1.868 1.386 1.757
H 1.376 1.265 -0.653
H -0.507 3.733 -2.432
H -0.673 0.446 -1.231
H -0.543 -0.584 -3.965
H -2.836 0.220 -3.657
H -2.829 -1.543 -3.655
H -2.981 -0.655 -2.127
H -1.057 -2.736 -2.594
H 1.620 -0.196 -2.927
H 3.943 -0.806 -3.372
H 4.664 -3.163 -3.238
H 3.017 -4.911 -2.660
H 0.680 -4.303 -2.225
H -2.586 -2.682 -0.926
H -1.311 -3.673 -0.167
H -2.912 -2.877 1.521
H -2.638 -1.184 1.027
H -1.852 -0.781 3.427
H -2.141 -2.511 3.734
H -0.532 -1.824 4.004
H 0.834 -1.254 2.157
H -0.409 -0.217 1.413
H 1.178 -1.055 -0.287
H 0.853 -2.734 0.202
H -1.282 4.583 -0.250
H -0.773 4.723 2.127
*
```

Here are the natural (NBO) charges for atoms 1 to 2, given in e: -0.62 -0.06

Record 3
This record from the Open Molecules 2025 dataset describes C33H29BF2P2Ru as an isolated structure. The level of theory is the ωB97M-V functional and the def2-TZVPD basis.

Results
- Orbital gap: 7.144 eV

Geometry as ORCA input:
```
! RIJCOSX wB97M-V def2-TZVPD def2/J DEFGRID3
* xyz 0 1
Ru -0.199 -0.588 -0.050
C -3.076 1.114 0.620
C -2.964 1.286 -0.892
P -1.241 0.872 -1.463
C -1.520 0.408 -3.212
C -2.486 -0.546 -3.530
C -2.626 -1.004 -4.831
C -1.790 -0.526 -5.831
C -0.810 0.404 -5.520
C -0.673 0.866 -4.219
C -0.471 2.521 -1.600
C -1.093 3.544 -2.318
C -0.508 4.795 -2.404
C 0.708 5.039 -1.774
C 1.334 4.027 -1.065
C 0.745 2.771 -0.981
P -2.253 -0.471 1.084
C -2.562 -0.580 2.871
C -3.272 -1.620 3.460
C -3.440 -1.658 4.839
C -2.905 -0.658 5.635
C -2.191 0.382 5.053
C -2.015 0.417 3.680
C -3.314 -1.718 0.290
C -2.663 -2.705 -0.450
C -3.390 -3.625 -1.194
C -4.775 -3.566 -1.196
C -5.434 -2.590 -0.457
C -4.707 -1.668 0.280
H -4.114 1.141 0.959
H -2.536 1.907 1.144
H -3.238 2.295 -1.203
H -3.647 0.596 -1.390
H -3.127 -0.958 -2.758
H -3.384 -1.742 -5.062
H -1.895 -0.887 -6.846
H -0.143 0.770 -6.290
H 0.104 1.584 -3.987
H -2.031 3.357 -2.830
H -0.995 5.582 -2.966
H 1.164 6.018 -1.842
H 2.282 4.206 -0.574
H 1.226 1.972 -0.435
H -3.690 -2.408 2.847
H -3.990 -2.474 5.289
H -3.038 -0.690 6.709
H -1.765 1.162 5.671
H -1.435 1.217 3.232
H -1.575 -2.760 -0.435
H -2.872 -4.380 -1.770
H -5.346 -4.281 -1.774
H -6.515 -2.546 -0.460
H -5.227 -0.905 0.847
F 2.197 -0.325 -2.035
B 1.140 -1.025 -1.571
F 0.932 -2.153 -2.288
C 1.124 -0.188 0.967
C 2.129 0.628 1.616
C 3.290 1.002 0.932
C 4.239 1.789 1.563
C 4.044 2.211 2.872
C 2.896 1.832 3.558
C 1.946 1.038 2.939
H 3.429 0.672 -0.089
H 5.137 2.076 1.031
H 4.788 2.827 3.361
H 2.747 2.151 4.582
H 1.058 0.719 3.471
*
```

Here are the natural (NBO) charges for atoms 1 to 2, given in e: -0.46 -0.72

Values for ΔE to the lowest compared entry with this formula, charge and spin, kcal per mole, ordered as above
23.3; 1.8; 0.0